No. 1
20
Properties=species:S:1:pos:R:3:forces:R:3 method="wB97M-V/def2-TZVPD" multiplicity=1 e_lumo_ha=0.027 charge=0 e_above_lowest_kj_mol=96.4 gap_ev=9.3934 energy_ev=-12891.830 smiles="CN=C(N)N.CC(=O)O"
H -0.9059 1.4993 -4.0919 0.08 -0.05 0.29
H -2.1927 -0.5439 1.9989 0.36 -0.25 0.56
C 0.1447 0.5149 -2.5170 -1.25 -1.48 0.63
H 2.5491 -0.7362 0.6730 0.10 -0.05 0.09
N -0.3611 -0.2181 1.0392 0.67 1.07 0.22
O 0.1574 -0.6769 -2.3071 0.63 0.08 -0.16
H 1.3919 -1.4553 -0.2664 -0.14 0.31 0.21
C -1.3755 0.1915 1.9857 -1.58 0.66 -1.13
H -1.9072 1.0345 1.5239 0.19 0.06 -0.01
H 0.1310 -0.9965 3.4848 0.06 0.07 0.00
C 0.6952 -0.7381 1.5057 -0.53 -2.30 0.27
N 0.8294 -1.2019 2.7959 0.15 0.77 0.43
C -1.0894 1.1722 -3.0539 0.67 1.04 -0.94
H -1.1472 0.5933 2.9828 0.53 -0.61 -0.03
H -1.2796 2.0959 -2.4963 -0.30 -0.35 0.01
H 1.5950 -1.7890 3.0584 0.09 -0.03 -0.17
N 1.7123 -1.3035 0.6892 0.06 0.36 -0.50
H 1.8113 0.7792 -1.7150 -0.06 -0.11 -0.07
O 1.1519 1.3133 -2.1795 0.23 0.72 -0.15
H -1.9104 0.4652 -3.1105 0.03 0.08 0.45


No. 2
77
Properties=species:S:1:pos:R:3:forces:R:3 method="wB97M-V/def2-TZVPD" multiplicity=1 e_lumo_ha=-0.272 charge=+2 e_above_lowest_kj_mol=51.9 gap_ev=6.8371 energy_ev=-116156.006
N -1.0307 -3.5733 -0.8344 -0.01 -0.11 -0.02
H -2.4208 0.0382 -0.8526 -0.09 -0.06 0.03
H 3.6223 -0.8514 -4.6937 -0.02 -0.04 -0.01
C 3.7928 4.1499 -5.1561 -0.03 -0.02 0.01
H -1.2609 -2.0818 -5.5412 -0.05 0.00 0.01
C 1.5763 1.5854 -4.0073 -0.13 0.01 0.11
H -1.3460 3.5756 -4.7042 0.00 0.00 0.00
Pt 0.4156 -0.3347 0.1499 1.12 -1.03 -0.17
C -0.1807 -2.1046 -5.4086 -0.01 -0.04 0.05
H -1.1220 2.7475 -7.0586 -0.05 -0.03 -0.04
H 1.7626 4.6257 -2.9979 -0.04 -0.02 -0.04
C -1.4679 -2.3229 -0.8505 0.27 0.34 -0.22
H 0.3356 3.5923 -2.9147 0.03 0.09 -0.01
N 0.9169 -2.5702 5.7067 -0.02 -0.02 -0.10
H 1.1630 5.1585 -5.4138 0.01 0.03 0.02
O 2.3808 -0.6488 1.0258 -0.44 0.41 0.59
H -1.5852 -5.5572 -1.0567 -0.02 0.02 0.01
H -3.9739 -5.1345 -0.2385 0.01 0.01 0.00
O -0.6355 -1.3852 -1.2621 -0.91 0.17 0.09
N 2.5053 0.8636 -4.6515 0.11 0.29 0.00
H 6.2462 2.5060 -6.8250 0.03 -0.02 -0.02
H 2.0213 -1.0307 -3.9698 0.08 0.02 -0.10
H 0.1166 -0.0228 -5.9458 0.00 -0.02 -0.01
N 1.8686 2.8900 -4.0998 0.12 -0.25 -0.07
H 5.5602 4.7569 -6.1604 0.02 0.04 -0.01
H 0.1985 -1.1293 -7.2791 0.02 0.01 0.01
H 4.9145 0.5182 -6.2131 0.01 -0.02 -0.01
C 3.0501 0.6720 -0.7598 -0.14 -0.02 0.17
H -1.6864 -4.9466 0.5946 -0.01 -0.01 0.00
H -1.3646 4.8730 -5.8667 -0.01 0.00 0.01
H 0.7314 -4.5142 -0.2619 0.02 -0.03 0.02
C -0.7204 4.1108 -5.4267 -0.06 0.01 0.02
N -2.7109 -2.0114 -0.5187 -0.02 -0.04 -0.03
C 0.4906 -1.0171 -6.2338 0.04 0.10 -0.04
H -3.5666 -4.3047 -1.7369 0.01 0.01 -0.02
C 4.6012 1.5103 -5.9227 0.01 0.02 -0.01
C 0.1222 -2.1689 2.4186 0.32 0.17 -0.24
H 3.5010 5.1454 -4.8605 -0.02 0.06 0.02
N 4.7180 2.0074 -2.1713 -0.01 -0.06 -0.01
N 4.5941 -0.3611 0.7584 0.28 -0.18 0.27
C 1.0826 4.0102 -3.5913 -0.12 0.18 0.24
N 0.6440 1.1793 -1.3721 -1.37 0.45 -0.87
C -3.6390 -3.0227 -0.0144 -0.05 -0.14 0.03
H 0.0226 -2.0030 -4.3396 0.01 -0.01 0.02
H -3.5472 -3.0823 1.0750 -0.01 -0.01 -0.04
C 3.3505 -0.1499 0.3923 0.13 -0.12 0.03
C 0.7107 -2.7124 4.5829 0.05 0.11 0.24
H 5.3713 0.0493 0.2645 0.00 -0.02 -0.01
C -1.8844 -4.7003 -0.4526 -0.09 -0.04 0.00
C 3.4359 1.7384 -5.1885 -0.12 0.06 0.07
C 5.3346 2.6236 -6.2573 -0.01 -0.13 -0.01
H -4.6482 -2.6830 -0.2451 0.03 -0.02 0.00
H 4.7783 -0.8882 1.6015 0.01 0.04 -0.05
C -3.1863 -0.6441 -0.4922 -0.03 0.28 0.05
N 0.5134 -2.9458 3.2872 -0.16 -0.04 -0.27
C 4.9383 3.9207 -5.8766 -0.01 0.06 0.02
H 2.3679 -2.0637 -6.3229 0.00 -0.01 0.00
C 0.3628 -3.8984 -1.0818 0.16 0.02 -0.03
H 0.4558 -4.4600 -2.0122 0.02 0.00 0.00
C 2.5707 -0.5869 -4.8041 -0.02 -0.28 0.07
H 2.4541 -0.4266 -6.9363 0.00 -0.01 0.00
H 0.9598 -2.9926 -1.1437 -0.04 -0.10 -0.01
H -3.4568 -0.3717 0.5310 0.01 0.02 -0.06
H -4.0671 -0.5562 -1.1277 -0.02 0.03 0.01
C 0.4147 4.8213 -4.6921 -0.01 0.12 0.00
H 0.3236 3.7185 -7.2806 0.03 0.03 -0.04
Se 0.0334 0.8465 -3.1895 0.18 0.00 0.15
N -0.3032 -1.5483 1.4802 -0.27 -0.19 0.34
C -0.2665 3.1770 -6.5419 0.00 -0.01 -0.02
C 2.0151 -1.0448 -6.1494 0.00 0.01 -0.03
C -3.3447 -4.3578 -0.6702 0.04 0.01 0.10
C 3.9787 1.4093 -1.5229 0.25 0.35 -0.29
H 0.1679 -3.0884 -5.7226 0.00 -0.04 -0.01
C 3.0366 3.0246 -4.8237 0.04 -0.17 -0.01
H 0.0361 5.7217 -4.2039 -0.02 -0.01 -0.01
H 0.3468 2.3476 -6.1864 0.04 -0.06 0.02
C 1.7266 0.7557 -0.9652 0.94 -0.15 0.10


No. 3
9
Properties=species:S:1:pos:R:3:forces:R:3 method="wB97M-V/def2-TZVPD" multiplicity=1 e_lumo_ha=0.013 charge=0 e_above_lowest_kj_mol=590.2 gap_ev=10.5304 energy_ev=-8739.014 smiles="C=C(C#N)OO"
C 0.2735 0.7927 -1.1793 -1.09 -4.28 7.09
C -0.8465 0.8100 1.1155 1.35 -1.19 -1.33
N 0.3220 1.2913 -2.1818 0.32 1.77 -3.36
O 0.4855 -1.1273 0.6541 -0.01 -0.88 -0.30
H -0.9259 0.4814 2.0970 -0.99 -0.02 1.75
H 0.7368 -2.2312 -1.0494 0.26 1.39 1.94
O 1.2877 -1.6752 -0.3867 -0.04 -0.44 -1.26
C -0.0529 0.0657 0.3717 0.75 2.50 -4.96
H -1.2803 1.5925 0.5590 -0.53 1.14 0.43